# 1
Below is a structure of composition C7H17AgClNO3 at a distorted geometry, with properties calculated with ωB97M-V with the def2-TZVPD basis set.

Structure (XYZ):
```
30
Properties=species:S:1:pos:R:3:forces:R:3
Ag 7.897657 -1.031751 4.305906 -0.7673 0.0505 0.2845
Cl 3.590467 -0.736801 5.860216 0.7260 -0.0424 -0.3083
C 1.057137 -0.099511 -5.996644 0.5767 0.2113 0.0135
O 0.021907 0.201179 -5.124404 -0.6042 0.5646 1.7997
C 0.317137 1.135549 -4.032654 -0.2300 -1.4197 -0.4540
C 1.279697 0.593189 -2.964484 0.0339 -1.6841 0.3151
O 0.692827 -0.538341 -2.238774 -0.0175 0.8379 -0.0458
C 1.519997 -1.094471 -1.206514 -0.3342 0.3693 -0.6325
H 0.749387 -0.951231 -6.603254 -0.0316 0.1564 -0.0470
H 1.980757 -0.365751 -5.482704 0.1440 -0.2025 0.1260
H 1.291647 0.764349 -6.618614 0.0355 0.0944 -0.3878
H -0.640493 1.307509 -3.541264 -0.0519 -0.0102 -0.1762
H 0.650317 2.069249 -4.485744 0.3636 0.1448 0.2348
H 1.597627 1.347889 -2.245154 -0.2380 0.3586 -0.0199
H 2.188457 0.185369 -3.407124 0.2559 0.2362 -0.3168
H 2.355027 -1.646081 -1.638434 0.2245 0.0159 -0.0725
H 0.933757 -1.793751 -0.610334 -0.2333 0.0665 -0.2806
H 1.894477 -0.340221 -0.514434 0.1025 0.2612 -0.0493
C -3.236073 -1.560051 4.200696 -0.8850 -2.3478 0.6038
C -3.132483 -0.142871 3.860286 -0.4126 0.9081 -0.0167
O -4.137353 0.493739 3.554696 0.7490 0.1489 -0.2356
N -1.896773 0.371999 3.965406 1.9301 1.4611 -0.5365
C -1.510253 1.747859 3.509676 -1.5711 -1.2037 0.4042
H -2.787443 -2.293361 3.530556 0.2530 0.4684 -0.4855
H -4.300443 -1.795041 4.201856 0.0383 -0.0351 0.1395
H -2.833493 -1.858041 5.168806 0.0599 0.4471 0.2242
H -1.132823 -0.157841 4.360046 -0.4133 -0.3236 -0.2079
H -0.592823 2.072929 4.000316 -0.3101 -0.0242 0.0840
H -2.408703 2.309209 3.766176 0.4385 0.6929 0.0568
H -1.409123 1.805109 2.425886 0.1686 -0.2010 -0.0135
```
Forces are in eV/Å.

Kohn-Sham gap   3.709 eV
E_LUMO   -4.2 eV
2S+1   1

# 2
Below is a structure of composition C5H7N2 at a distorted geometry, with properties calculated with ωB97M-V with the def2-TZVPD basis set.

Structure (XYZ):
```
14
Properties=species:S:1:pos:R:3:forces:R:3
C 1.745673 -0.811574 -0.319988 -1.4361 -2.4351 0.5105
C 1.869804 0.591511 -0.391010 0.3675 1.5181 0.9286
C 0.217542 0.352207 1.366216 -0.9741 -0.4855 -0.5463
C -0.166836 -0.551137 0.302314 -0.5405 -2.2926 -1.0252
C -1.457319 -0.895011 -0.425240 0.6576 -1.1320 0.6722
N 1.005108 -1.598191 0.181518 0.6205 -0.8004 -0.5403
N 0.438314 0.717513 -0.046402 1.1685 2.6846 1.4729
H 2.603226 0.947487 0.358571 -0.5216 0.1644 -0.4044
H 1.946229 1.047704 -1.317608 0.9909 0.4849 -1.9227
H -0.537105 0.915428 1.855868 -0.5372 0.3738 0.4190
H 1.001482 -0.100480 1.918074 0.8935 0.5000 0.8923
H -2.237920 -0.495472 0.277920 0.2529 -0.4972 -1.2090
H -1.569880 -2.039099 -0.646219 0.1017 2.3016 0.6249
H -1.296114 -0.317842 -1.347821 -1.0435 -0.3847 0.1276
```
Forces are in eV/Å.

Net charge   +1
Kohn-Sham gap   8.918 eV
E_LUMO   -6.9 eV
2S+1   1

# 3
Below is a structure of composition C18H21FeN4O8P2S2, with properties calculated with ωB97M-V with the def2-TZVPD basis set.

Structure (XYZ):
```
56
Properties=species:S:1:pos:R:3:forces:R:3
Fe 0.316263 -1.066462 -0.274537 -0.2019 0.5046 0.4187
S -0.965028 5.696027 3.041867 -0.0062 0.0534 0.0214
N -1.970536 4.452190 2.844325 0.0719 -0.0021 -0.0131
C -1.293842 3.520094 2.192958 -0.1370 -0.1484 -0.0242
C -1.813171 2.220393 1.795282 0.0019 0.1658 0.0742
C -3.105428 1.779919 2.083057 -0.0426 0.0289 0.0364
C -3.493007 0.528699 1.660029 -0.0021 -0.0336 -0.0008
C -2.581476 -0.251447 0.949763 0.0377 0.0902 0.0222
N -1.355657 0.162006 0.662824 -0.2388 -0.0932 0.0296
C -0.965271 1.371373 1.088096 0.1821 -0.0383 -0.1176
C 0.419933 1.764893 0.774232 -0.1085 -0.1160 0.0079
N 1.170238 0.871577 0.108694 0.1979 0.0429 -0.0575
C 2.436204 1.163067 -0.162193 -0.0383 0.0564 0.0042
C 3.020231 2.373615 0.205121 0.0088 -0.0266 -0.0094
C 2.256903 3.301184 0.876036 0.0217 0.0523 0.0137
C 0.926730 2.998668 1.171115 -0.0516 0.1511 0.0967
C 0.035508 3.898031 1.887984 0.1652 -0.0321 -0.0866
N 0.348303 5.111861 2.312683 -0.0621 -0.0492 0.0186
H -3.773719 2.424849 2.639022 -0.0002 -0.0108 -0.0087
H -4.479892 0.144154 1.874605 0.0045 0.0035 -0.0047
H -2.849587 -1.243720 0.606114 0.0094 0.0047 0.0033
H 2.999048 0.398305 -0.683291 -0.0146 -0.0132 0.0110
H 4.056936 2.564232 -0.032108 -0.0052 0.0031 -0.0042
H 2.664006 4.254678 1.187146 0.0010 -0.0095 -0.0064
C 3.613052 -3.038476 1.982007 -0.0058 -0.0285 -0.0180
C 2.296752 -3.681866 1.561389 -0.0005 0.1443 0.0170
O 2.238234 -5.076158 1.819748 -0.0605 0.0171 0.0575
P 1.966696 -3.404311 -0.198885 -0.1630 -0.1549 -0.4115
O 0.432792 -3.754675 -0.491542 -0.0116 -0.1770 0.1913
O 2.818500 -4.522383 -0.925616 0.1760 0.1309 -0.0355
O 2.193203 -2.020949 -0.731560 -0.1166 -0.1856 -0.0433
P 0.880293 -2.882772 2.474365 -0.0753 -0.1992 -0.0444
O -0.288394 -3.985479 2.203902 -0.0281 -0.0475 0.0366
O 1.197916 -2.691775 3.888309 -0.0113 0.0063 0.0266
O 0.459736 -1.735976 1.574177 0.1517 0.0552 0.1857
H 4.458771 -3.511457 1.476872 0.0008 -0.0045 -0.0059
H 3.718969 -3.147459 3.060244 0.0007 -0.0178 -0.0012
H 3.621054 -1.975243 1.740943 -0.0129 0.0010 0.0029
H 3.089032 -5.474959 1.602776 0.0344 -0.0161 -0.0127
H -0.015621 -4.209273 0.254253 0.0615 0.0879 -0.0598
H 2.881731 -4.421030 -1.885781 0.0329 -0.0234 0.0706
H -0.272508 -4.692523 2.864272 0.0376 0.0532 -0.0449
O -0.654525 -0.713462 -1.991232 0.2180 -0.1607 -0.4342
S -1.901442 -0.044686 -2.539360 -0.1116 -0.1726 0.2325
C -1.678245 -0.003486 -4.318224 -0.0025 0.0040 -0.1522
C -2.428183 1.245681 -4.803194 0.0129 0.0036 0.0526
C -2.566421 2.234710 -3.613409 -0.0111 -0.0511 -0.0449
C -1.678865 1.735568 -2.476791 0.1106 0.0927 -0.0038
H -2.036990 -0.934115 -4.751404 0.0026 -0.0002 0.0150
H -0.596911 0.060268 -4.454828 -0.0112 0.0151 -0.0216
H -3.411257 0.976589 -5.182633 0.0015 -0.0002 -0.0096
H -1.879362 1.690895 -5.630216 0.0097 0.0102 0.0083
H -3.602957 2.269625 -3.278505 0.0012 0.0145 0.0109
H -2.289355 3.249749 -3.889327 0.0139 -0.0024 -0.0105
H -1.956213 2.115738 -1.495907 -0.0165 -0.0179 0.0162
H -0.613171 1.905502 -2.653667 -0.0206 0.0396 0.0055
```
Forces are in eV/Å.

Net charge   +1
Kohn-Sham gap (spin up / spin down)   8.735 / 8.153 eV
E_LUMO (spin up / spin down)   -3.2 / -3.2 eV
2S+1   5
<S²>   6.007

# 4
Below is a cluster of 2 separate species, C3H9N2O2 in total at a distorted geometry, with properties calculated with ωB97M-V with the def2-TZVPD basis set.

Structure (XYZ):
```
16
Properties=species:S:1:pos:R:3:forces:R:3
C -2.501242 -0.057246 -0.783905 -1.7872 1.4307 0.4830
C 1.541691 1.115458 -0.553208 -0.8500 1.7675 0.8167
C -2.179734 -0.270504 0.483744 -0.6687 -0.5790 0.5166
N 1.570210 0.193421 0.541586 -1.3342 -0.7103 -0.7596
N 1.245031 -0.983803 0.509979 0.6007 -2.0660 0.9680
O 1.125901 -1.552257 -0.689369 0.3410 1.1100 -0.0611
O 1.710478 0.769750 1.713925 -0.8445 0.0161 3.1511
H -2.006416 -0.581325 -1.506652 1.6680 -1.4167 -1.7899
H 1.255927 -2.513557 -0.543630 -0.3726 0.3730 0.2186
H -3.305791 0.528916 -1.294543 0.5642 -0.1237 1.4062
H 1.532401 2.127938 -0.143970 -0.0215 -0.3092 0.0144
H 0.666374 0.934288 -1.113893 -1.2080 -0.2536 -0.5153
H 2.337887 1.010232 -1.184646 2.3500 -0.5247 -1.4625
H -2.740321 0.033729 1.375889 0.2391 0.3979 -0.5760
H -1.452124 -1.059605 0.686948 0.0681 0.2763 -0.0258
H 1.199727 0.304566 2.501747 1.2556 0.6117 -2.3845
```
Forces are in eV/Å.

Net charge   +1
Kohn-Sham gap   8.249 eV
E_LUMO   -5.4 eV
2S+1   1

# 5
Below is a cluster of 3 separate species, C6H15O4 in total at a distorted geometry, with properties calculated with ωB97M-V with the def2-TZVPD basis set.

Structure (XYZ):
```
25
Properties=species:S:1:pos:R:3:forces:R:3
O -0.929438 -1.775719 -1.245359 -2.1372 0.6717 1.7046
C -1.621993 -1.278606 -0.246650 2.8413 -1.2899 -0.8238
O -1.964379 -1.962840 0.775076 -0.0571 1.5283 -1.4845
C -1.612545 0.308282 -0.271199 2.0966 -4.3401 2.8393
C -1.193439 0.782470 1.142481 -0.9883 3.0560 -1.2720
C 0.251271 0.768301 1.454983 5.1773 -3.6342 0.6028
C 1.407967 0.887361 0.258351 -6.6519 0.4438 -1.8129
C 1.291484 2.369126 -0.333518 0.9305 -2.1517 -0.0703
H -0.888817 0.485048 -1.027217 0.6235 0.7405 -0.3606
H -2.517054 0.582667 -0.612973 -3.3193 1.5430 -0.7096
H -1.332133 1.904342 0.971225 -0.5883 -0.8893 0.9801
H -1.748693 0.413115 2.050914 0.0998 0.3097 -1.4424
H 0.516458 1.428852 2.265865 -0.1872 1.0045 0.0580
H 0.617374 -0.209136 2.011262 -1.1533 1.1374 -1.2684
H 2.360353 0.561341 0.505066 1.7808 -0.1329 0.9461
H 1.031612 0.109065 -0.561359 1.0652 1.7298 1.6785
H 1.614415 3.029483 0.427194 1.0504 0.8793 0.7346
H 1.923823 2.397664 -1.233579 -0.2826 0.5125 0.2429
H 0.301067 2.772486 -0.520131 -0.4099 -0.7734 -0.4522
H 0.194497 -0.936952 -2.250298 0.6626 -0.7429 -0.1059
H 1.432225 -1.679915 -2.738050 1.8144 -5.0994 -0.0796
O 1.089787 -0.870413 -2.686144 -2.3534 5.6519 0.0110
H -0.493655 -2.821037 0.998100 2.2210 -1.9567 0.3391
H -0.045729 -3.723364 -0.014102 0.8163 -0.2543 0.2697
O 0.315543 -3.541622 0.880062 -3.0513 2.0564 -0.5245
```
Forces are in eV/Å.

Net charge   -1
Kohn-Sham gap   8.855 eV
E_LUMO   3.7 eV
2S+1   1

# 6
Below is a structure of composition C23H23ClN3O4Pt, with properties calculated with ωB97M-V with the def2-TZVPD basis set.

Structure (XYZ):
```
55
Properties=species:S:1:pos:R:3:forces:R:3
Pt -0.185759 -1.668641 0.322236 -0.1933 0.1017 -0.3838
C 4.394964 -1.269295 -2.840498 -0.0016 0.0070 0.0060
C 4.870109 -1.161843 -1.536488 0.0061 -0.0093 -0.0319
C 4.015777 -1.353068 -0.471020 -0.0844 0.0464 0.0854
C 2.674090 -1.644400 -0.722220 0.0477 0.1080 0.0165
C 2.188427 -1.748381 -2.019624 -0.0332 -0.0959 -0.0159
C 3.061788 -1.566634 -3.079144 0.0128 0.0100 0.0057
N 1.778948 -1.876540 0.367018 0.0633 -0.0668 0.0358
N 2.309879 -2.233610 1.445184 -0.0215 -0.0951 -0.0649
C 1.388044 -2.530339 2.448443 -0.0476 -0.0192 -0.0010
C 1.823002 -2.836014 3.722869 0.0754 0.0001 -0.0066
C 0.874846 -3.127061 4.688575 -0.0407 -0.0041 0.0087
C -0.468831 -3.106332 4.344888 0.0226 -0.0165 -0.0061
C -0.830889 -2.796033 3.046607 0.0037 -0.0544 -0.0175
N 0.081956 -2.526063 2.111335 -0.0193 -0.0349 0.0580
H 5.068818 -1.115732 -3.672637 0.0063 -0.0026 0.0039
H 5.909320 -0.926700 -1.353862 -0.0028 0.0161 -0.0007
H 4.362371 -1.259949 0.547377 0.0265 -0.0030 -0.0052
H 1.151264 -1.983484 -2.198904 0.0096 0.0156 0.0070
H 2.695082 -1.652608 -4.092480 0.0038 -0.0128 -0.0016
H 2.883350 -2.826229 3.928365 -0.0035 -0.0069 0.0135
H 1.176962 -3.361722 5.699657 0.0134 -0.0025 -0.0046
H -1.236127 -3.323839 5.073227 -0.0086 0.0036 -0.0061
H -1.864536 -2.750238 2.735770 -0.0006 0.0147 0.0051
C -0.592214 4.750527 -2.753364 -0.0083 -0.0063 0.0184
C -0.836204 4.717709 -1.268110 0.0024 0.0466 -0.0493
C -1.756283 5.591882 -0.694477 -0.0148 0.0083 -0.0227
C -1.948355 5.618973 0.674016 0.0161 -0.0145 -0.0008
Cl -3.104806 6.724000 1.353544 0.0098 -0.0092 -0.0069
C -1.219549 4.790219 1.511221 -0.0194 0.0106 0.0119
C -0.311222 3.909233 0.952429 -0.0137 -0.0205 0.0469
C -0.136473 3.862450 -0.420718 0.0080 -0.0077 -0.0216
O 0.828604 3.002630 -0.928216 -0.0249 -0.0016 0.0590
C 0.356189 1.897497 -1.646910 -0.1983 -0.2160 -0.4771
C -0.085939 0.746313 -0.761846 0.2076 0.2911 0.6437
O -0.194655 0.904268 0.447539 -0.0069 0.1348 -0.1469
O -0.251227 -0.426129 -1.328619 0.0010 -0.1387 0.3244
H -0.777045 5.750465 -3.142483 0.0020 0.0016 -0.0008
H -1.256835 4.068962 -3.289884 0.0064 -0.0072 0.0004
H 0.435521 4.475960 -2.987654 -0.0012 -0.0059 0.0009
H -2.312273 6.273848 -1.324967 0.0006 0.0037 0.0043
H -1.365741 4.835212 2.581258 0.0029 0.0009 -0.0013
H 0.264496 3.235864 1.569959 0.0034 -0.0044 -0.0090
H 1.179279 1.537850 -2.267155 -0.0060 0.0165 -0.0275
H -0.469608 2.159968 -2.315995 0.0116 -0.0268 -0.0224
C -2.613090 -3.658059 -0.708329 0.0576 0.0291 -0.0580
C -3.056804 -2.402198 -0.044647 -0.1581 0.1206 -0.1279
C -4.513644 -2.122076 0.103445 0.0306 0.0009 0.0586
O -2.264590 -1.560551 0.390500 0.2745 -0.0790 0.1269
H -3.376209 -4.035036 -1.385443 0.0006 -0.0101 0.0001
H -2.456239 -4.409693 0.072807 -0.0307 -0.0064 0.0009
H -1.665878 -3.512780 -1.225397 0.0024 0.0115 0.0147
H -5.106347 -3.033414 0.080545 0.0000 -0.0020 0.0085
H -4.813406 -1.500623 -0.746012 0.0061 -0.0355 -0.0345
H -4.702319 -1.548522 1.008294 0.0049 0.0162 -0.0126
```
Forces are in eV/Å.

Net charge   +1
Kohn-Sham gap   5.404 eV
E_LUMO   -4.9 eV
2S+1   1

Table of relative energy (zero: lowest compared OMol25 entry of this formula, charge and spin) (kcal per mole), in record order: 113.4, 154.5, 0.0, 174.2, 33.4, 0.0